Density functional theory data (the ωB97M-V functional and the def2-TZVPD basis) for a single C2H3NOS molecule.

Values from the calculation:
2S+1 ... 1
Energy ... -16492.88509 eV
HOMO level ... -8.9 eV
Orbital gap ... 0.31168 Ha
Energy relative to the best compared isomer or geometry (same formula, charge and spin) ... 223.2 kJ/mol
M ... 89.12 g/mol

CARTESIAN COORDINATES (ANGSTROEM)
S 2.8230 -0.3139 0.0401
O 2.8561 1.1614 -0.0922
N 0.1359 -0.4555 -0.4442
C 1.3362 -0.9811 -0.0514
C -0.4673 0.6052 -0.1090
H -1.4426 0.6506 -0.6730
H 1.3418 -2.0750 0.3015
H 0.0030 1.2682 0.5407

natural (NBO) charges, unit e, in atom order: 1.09, -0.92, -0.43, -0.35, 0.00, 0.20, 0.24, 0.19

=====

Density functional theory data (the ωB97M-V functional and the def2-TZVPD basis) for a single C4H7NO molecule.

Values from the calculation:
2S+1 ... 1
Energy ... -7797.78172 eV
Structure (SMILES) ... C[C@H]1CN1C=O
HOMO level ... -9.6 eV
Orbital gap ... 0.38822 Ha
Energy relative to the best compared isomer or geometry (same formula, charge and spin) ... 179.7 kJ/mol
M ... 85.11 g/mol

CARTESIAN COORDINATES (ANGSTROEM)
O 2.4763 1.6111 -0.0153
N 0.9731 -0.0940 -0.0045
C -0.3052 -0.7473 -0.0100
C 0.3101 -0.1737 -1.2594
C 1.7714 0.8359 0.5948
C -1.5862 -0.1694 0.5410
H 1.7803 0.7537 1.6985
H 0.7427 -0.8351 -2.0085
H -2.4186 -0.6335 -0.0017
H -1.6549 0.9093 0.3854
H -0.1304 0.7476 -1.6454
H -1.7226 -0.3766 1.6074
H -0.2360 -1.8279 0.1178

natural (NBO) charges, unit e, in atom order: -0.59, -0.45, -0.03, -0.22, 0.54, -0.63, 0.12, 0.20, 0.22, 0.22, 0.20, 0.22, 0.20

=====

- 2S+1 of number 2 (C4H7NO)?
  1